Run i
Computed, not measured: a cluster of 2 separate species, C5H14 in total, with ωB97M-V/def2-TZVPD.

Last column: Löwdin charge in e.
Positions of all 19 atoms, in Å:
C  1.52119  -0.78747  -0.64803  -0.175
C  2.84962  -1.27712  -1.25381  -0.168
H  1.50432  0.30306  -0.67775  0.064
H  0.66730  -1.08284  -1.25482  0.059
H  1.41902  -1.22017  0.34212  0.055
H  3.66146  -1.41796  -0.55224  0.055
H  2.64379  -2.20990  -1.78547  0.060
H  3.27407  -0.60064  -2.00318  0.060
C  -1.41663  1.18255  1.11930  -0.314
C  -1.21352  -0.30275  1.34055  -0.142
C  -2.11205  1.54427  -0.19427  -0.127
H  -0.45456  1.69389  1.16745  0.096
H  -2.07746  1.52930  1.91711  0.097
H  -0.90224  -0.95730  0.52004  0.046
H  -0.37843  -0.47334  2.02575  0.069
H  -1.47424  1.26112  -1.03459  0.061
H  -2.32462  2.60485  -0.32317  0.064
H  -2.14334  -0.78400  1.65159  0.072
H  -3.04368  0.99444  -0.35658  0.071

The SMILES is CCC.CC. The HOMO-LUMO gap comes out at 12.330 eV. The calculation puts the LUMO energy at 1.1 eV.


Run ii
Computed, not measured: a cluster of 2 separate species, C5H14 in total, with ωB97M-V/def2-TZVPD.

Last column: Löwdin charge in e.
Positions of all 19 atoms, in Å:
C  0.16346  -1.51391  -0.22597  -0.341
C  1.04649  -0.84627  0.82717  -0.111
C  0.43789  -2.93400  -0.69047  -0.132
H  0.03323  -0.82120  -1.04380  0.073
H  -0.90081  -1.60291  0.14694  0.112
H  0.74154  0.15500  1.15966  0.056
H  1.12043  -1.64588  1.57037  0.067
H  -0.47003  -3.48827  -0.99094  0.070
H  0.73962  -3.62797  0.10982  0.073
H  2.10396  -0.82684  0.58374  0.065
H  1.09739  -2.91988  -1.55681  0.066
C  -0.35644  3.01718  0.50821  -0.156
C  -1.28921  2.15620  -0.41201  -0.155
H  -0.09424  3.94347  0.01242  0.049
H  -0.94233  3.45253  1.35155  0.068
H  0.49585  2.42287  0.81393  0.039
H  -1.90414  1.47492  0.17013  0.060
H  -0.64761  1.43505  -0.93959  0.039
H  -1.67585  2.74656  -1.23322  0.056

The SMILES is CCC.CC. The HOMO-LUMO gap comes out at 12.010 eV. The calculation puts the LUMO energy at 1.1 eV.


Run iii
Computed, not measured: a cluster of 2 separate species, C5H14 in total, with ωB97M-V/def2-TZVPD.

Last column: Löwdin charge in e.
Positions of all 19 atoms, in Å:
C  0.02590  -1.02447  -1.99899  -0.324
C  -0.74150  0.17986  -2.55729  -0.130
C  -0.47676  -1.43905  -0.60197  -0.109
H  1.08970  -0.77605  -2.00678  0.090
H  0.04736  -1.84284  -2.72946  0.095
H  -0.68128  1.05003  -1.89773  0.064
H  -0.32018  0.51402  -3.50402  0.066
H  0.37941  -1.64901  0.02582  0.063
H  -1.20783  -2.22837  -0.75631  0.072
H  -1.79545  -0.10717  -2.57360  0.072
H  -0.98814  -0.57152  -0.19774  0.042
C  0.89395  0.43968  2.83541  -0.146
C  0.35115  1.52755  1.84132  -0.148
H  0.53003  -0.54110  2.56356  0.043
H  1.96742  0.33960  2.97726  0.057
H  0.42802  0.80724  3.74596  0.053
H  1.12028  2.17983  1.43701  0.059
H  -0.39433  2.19661  2.27211  0.056
H  -0.22777  0.94516  1.12543  0.026

The SMILES is CCC.CC. The HOMO-LUMO gap comes out at 12.349 eV. The calculation puts the LUMO energy at 1.2 eV.


Run iv
Computed, not measured: a cluster of 2 separate species, C5H14 in total, with ωB97M-V/def2-TZVPD.

Last column: Löwdin charge in e.
Positions of all 19 atoms, in Å:
C  -0.10648  0.10258  2.30060  -0.170
C  -1.11669  0.59694  3.32462  -0.175
H  0.30954  -0.86638  2.55094  0.061
H  -0.63119  -0.09625  1.35184  0.046
H  0.58479  0.86432  1.94936  0.061
H  -2.12972  0.54144  2.90829  0.062
H  -0.99327  1.65434  3.60364  0.062
H  -1.09170  0.09727  4.28921  0.056
C  0.50760  -0.85061  -2.09369  -0.332
C  1.75206  0.03614  -2.08341  -0.122
C  -0.78557  -0.10149  -1.86354  -0.131
H  0.70148  -1.62124  -1.34541  0.092
H  0.49537  -1.39968  -3.04572  0.100
H  1.51371  0.91164  -1.48713  0.057
H  2.63241  -0.51108  -1.76651  0.067
H  -1.21469  0.27723  -2.78489  0.066
H  -0.67830  0.67179  -1.11483  0.057
H  1.85748  0.48370  -3.07629  0.070
H  -1.60685  -0.79067  -1.61707  0.072

The SMILES is CCC.CC. The HOMO-LUMO gap comes out at 12.226 eV. The calculation puts the LUMO energy at 1.1 eV.


Which is the most stable structure? run i is the most stable.


Run i
Computed, not measured: a cluster of 2 separate species, C5H14 in total, with ωB97M-V/def2-TZVPD.

Last column: Löwdin charge in e.
Positions of all 19 atoms, in Å:
C  -2.29034  -2.17430  -0.00879  -0.158
C  -1.27763  -1.74443  -1.05199  -0.170
H  -2.21098  -3.17934  0.39739  0.060
H  -2.34809  -1.48459  0.83308  0.061
H  -3.28712  -2.16225  -0.47036  0.062
H  -1.59000  -1.28108  -1.99311  0.068
H  -0.63066  -2.52284  -1.46629  0.069
H  -0.60982  -0.98167  -0.65424  0.009
C  1.00120  1.47922  -0.13036  -0.325
C  1.63868  0.10313  0.21141  -0.101
C  1.02810  2.49721  0.98733  -0.131
H  1.55004  1.85091  -1.00673  0.093
H  0.01577  1.35306  -0.59936  0.089
H  2.31015  -0.20748  -0.58252  0.070
H  0.75603  2.04897  1.94655  0.070
H  2.07360  2.81081  1.06695  0.072
H  0.79456  -0.56500  0.28449  0.024
H  2.12120  0.13151  1.18878  0.070
H  0.43813  3.40332  0.86044  0.065

The SMILES is CCC.CC. The HOMO-LUMO gap comes out at 12.098 eV. The calculation puts the LUMO energy at 1.1 eV.


Run ii
Computed, not measured: a cluster of 2 separate species, C5H14 in total, with ωB97M-V/def2-TZVPD.

Last column: Löwdin charge in e.
Positions of all 19 atoms, in Å:
C  0.61961  0.99224  0.74585  -0.331
C  1.90695  1.61039  1.33587  -0.119
C  -0.58260  1.50876  1.49838  -0.133
H  0.76253  -0.07764  0.81768  0.071
H  0.52817  1.15708  -0.33100  0.099
H  1.80990  1.57580  2.41793  0.069
H  2.83376  1.28096  0.88429  0.063
H  -0.56909  1.24307  2.56528  0.073
H  1.92489  2.68127  1.07363  0.070
H  -1.58275  1.29099  1.13508  0.064
H  -0.49940  2.59719  1.60883  0.071
C  -0.16696  -1.95651  -1.44896  -0.168
C  -1.60583  -2.02950  -1.93861  -0.176
H  -0.16873  -1.51539  -0.45635  0.036
H  0.31052  -2.93119  -1.48470  0.064
H  0.39655  -1.26430  -2.06544  0.061
H  -1.65310  -2.49379  -2.93859  0.064
H  -2.23453  -2.63129  -1.29073  0.058
H  -2.02988  -1.03813  -2.12843  0.062

The SMILES is CCC.CC. The HOMO-LUMO gap comes out at 12.288 eV. The calculation puts the LUMO energy at 1.1 eV.


Which is the most stable structure? run ii is the most stable.


Run i
Computed, not measured: a cluster of 2 separate species, C5H14 in total, with ωB97M-V/def2-TZVPD.

Last column: Löwdin charge in e.
Positions of all 19 atoms, in Å:
C  0.63829  -1.06776  -0.20188  -0.352
C  0.52901  -0.95259  -1.71668  -0.138
C  1.97640  -1.64217  0.17189  -0.147
H  0.34717  -0.08452  0.29820  0.081
H  -0.16843  -1.79093  0.14875  0.115
H  1.54934  -1.02944  -2.10850  0.056
H  2.65078  -0.73872  0.40964  0.095
H  0.20365  0.02949  -2.02369  0.051
H  -0.11615  -1.64637  -2.31843  0.087
H  2.02277  -2.33990  1.03086  0.068
H  2.45582  -2.11575  -0.74290  0.077
C  -1.17139  2.34872  0.97510  -0.181
C  -1.79009  1.01673  0.74497  -0.216
H  -0.12572  2.38932  0.80239  0.040
H  -1.63321  3.11418  0.36251  0.059
H  -1.32963  2.68293  2.07802  0.104
H  -2.87587  1.09058  1.00328  0.078
H  -1.43420  0.23048  1.36855  0.036
H  -1.72852  0.50572  -0.28211  0.087

The SMILES is CCC.CC. The HOMO-LUMO gap comes out at 11.999 eV. The calculation puts the LUMO energy at 1.1 eV.


Run ii
Computed, not measured: a cluster of 2 separate species, C5H14 in total, with ωB97M-V/def2-TZVPD.

Last column: Löwdin charge in e.
Positions of all 19 atoms, in Å:
C  -1.26356  -2.22716  1.68681  -0.175
C  0.15887  -2.13123  1.12603  -0.169
H  -1.31504  -2.92833  2.52199  0.060
H  -1.63186  -1.22153  1.93520  0.062
H  -2.03592  -2.51435  0.96909  0.058
H  0.69064  -1.36140  1.68017  0.063
H  0.07607  -1.80733  0.09037  0.044
H  0.59333  -3.12283  1.02769  0.063
C  0.64255  1.09499  -0.65016  -0.317
C  -0.22559  0.93417  -1.90481  -0.119
C  0.92152  2.57418  -0.36083  -0.121
H  0.23043  0.55275  0.19402  0.069
H  1.61010  0.62940  -0.83393  0.096
H  0.39962  0.96508  -2.79674  0.070
H  -0.96062  1.72975  -1.97604  0.061
H  1.76030  2.95640  -0.93615  0.069
H  0.02377  3.16653  -0.55714  0.064
H  -0.76712  -0.01266  -1.92244  0.060
H  1.09251  2.72357  0.70688  0.065

The SMILES is CCC.CC. The HOMO-LUMO gap comes out at 12.526 eV. The calculation puts the LUMO energy at 1.1 eV.


Run iii
Computed, not measured: a cluster of 2 separate species, C5H14 in total, with ωB97M-V/def2-TZVPD.

Last column: Löwdin charge in e.
Positions of all 19 atoms, in Å:
C  1.06874  0.60064  0.48928  -0.312
C  0.84011  1.97730  1.17128  -0.107
C  2.51629  0.10787  0.67357  -0.111
H  0.40007  -0.11012  0.93707  0.079
H  0.76693  0.65949  -0.55150  0.077
H  1.79224  2.49597  1.24738  0.058
H  2.79575  -0.53530  -0.15440  0.064
H  3.21290  0.91542  0.88874  0.060
H  0.32307  1.88635  2.12103  0.063
H  0.18305  2.59526  0.55288  0.063
H  2.55849  -0.50169  1.58232  0.069
C  -1.34256  -1.40825  -1.42865  -0.150
C  -2.74106  -1.14105  -0.82575  -0.167
H  -1.44626  -1.20576  -2.48994  0.063
H  -0.63593  -0.75426  -0.92751  0.013
H  -0.99649  -2.41515  -1.19908  0.065
H  -2.93234  -0.06915  -0.74032  0.059
H  -3.53759  -1.47490  -1.49325  0.056
H  -2.82541  -1.62267  0.14685  0.058

The SMILES is CCC.CC. The HOMO-LUMO gap comes out at 12.422 eV. The calculation puts the LUMO energy at 1.1 eV.


Run iv
Computed, not measured: a cluster of 2 separate species, C5H14 in total, with ωB97M-V/def2-TZVPD.

Last column: Löwdin charge in e.
Positions of all 19 atoms, in Å:
C  -0.38682  2.86770  -1.74896  -0.183
C  -1.06451  2.15080  -0.62737  -0.189
H  -0.12154  3.89897  -1.47645  0.063
H  0.51553  2.48935  -2.21912  0.064
H  -1.13899  3.07026  -2.52341  0.065
H  -0.48602  2.14344  0.30695  0.059
H  -1.06486  1.07040  -0.80256  0.052
H  -2.04356  2.50425  -0.31798  0.068
C  0.70599  -2.22509  1.29932  -0.327
C  1.41184  -2.15140  -0.06863  -0.121
C  -0.52232  -1.29796  1.46312  -0.115
H  1.39251  -1.88624  2.07835  0.094
H  0.39570  -3.25984  1.45244  0.092
H  2.27490  -2.80159  -0.06307  0.063
H  0.71696  -2.16292  -0.90345  0.067
H  -0.25287  -0.34808  1.00118  0.042
H  1.76258  -1.10563  -0.11554  0.068
H  -0.81964  -1.27655  2.50215  0.066
H  -1.27489  -1.67987  0.76303  0.072

The SMILES is CCC.CC. The HOMO-LUMO gap comes out at 12.402 eV. The calculation puts the LUMO energy at 1.1 eV.


Which is the most stable structure? run ii is the most stable.